C5H7NO | wB97M-V/def2-TZVPD

Maximum force (eV/A): 3.11
E_LUMO (eV): 0.92
HOMO-LUMO gap (eV): 10.453
Net charge: 0
SMILES string: C[C@]12N[C@H]1CC2=O
HOMO (eV): -9.5
Energy relative to the best compared isomer or geometry (same formula, charge and spin) (kcal per mole): 93.93
E_tot (Ha): -324.5748

XYZ file:
```
14
Properties=species:S:1:pos:R:3:nbo_charge:R:1
H -0.837 0.323 -2.526 0.231
H -0.611 -1.271 -1.635 0.285
C 0.972 -0.099 1.618 -0.618
C -0.329 -0.241 -1.736 -0.574
H 1.467 0.852 1.841 0.233
H -1.548 1.277 -0.091 0.361
C -1.008 -0.628 -0.171 -0.042
H -1.392 -1.611 0.176 0.220
H 0.349 -0.389 2.465 0.229
N -1.270 0.550 0.560 -0.551
H 1.746 -0.853 1.448 0.220
C 0.714 0.466 -0.935 0.558
C 0.142 0.094 0.401 -0.035
O 1.598 1.244 -1.201 -0.517
```


C3H5NO2 | wB97M-V/def2-TZVPD

Maximum force (eV/A): 0.57
E_LUMO (eV): 0.87
HOMO-LUMO gap (eV): 10.729
Net charge: 0
SMILES string: [H]/N=C/OCC=O
HOMO (eV): -9.9
Energy relative to the best compared isomer or geometry (same formula, charge and spin) (kcal per mole): 39.37
E_tot (Ha): -322.5116

XYZ file:
```
11
Properties=species:S:1:pos:R:3:nbo_charge:R:1
C -0.765 -0.821 0.092 -0.190
H -1.633 1.049 -0.699 0.105
O -1.560 1.112 1.320 -0.488
H 1.976 0.070 -1.449 0.162
N 1.424 0.471 0.564 -0.714
H -1.524 -1.517 -0.279 0.212
O 0.225 -0.758 -0.935 -0.491
H -0.344 -1.173 1.036 0.221
C 1.302 -0.020 -0.593 0.399
C -1.369 0.566 0.267 0.422
H 2.268 1.021 0.675 0.363
```


C2BrClFIO | wB97M-V/def2-TZVPD

Maximum force (eV/A): 2.47
E_LUMO (eV): -1.30
HOMO-LUMO gap (eV): 8.742
Net charge: 0
HOMO (eV): -10.0
Energy relative to the best compared isomer or geometry (same formula, charge and spin) (kcal per mole): 12.27
E_tot (Ha): -3583.1823

XYZ file:
```
7
Properties=species:S:1:pos:R:3:nbo_charge:R:1
Cl 2.040 -0.229 0.318 -0.001
C -0.717 -0.082 0.463 0.153
Br -1.137 2.011 0.109 -0.009
C 0.463 -0.657 -0.348 0.426
O 0.336 -1.393 -1.276 -0.442
F -0.420 -0.247 1.770 -0.330
I -2.606 -1.025 -0.195 0.203
```


C11H18N | wB97M-V/def2-TZVPD

Maximum force (eV/A): 5.16
E_LUMO (eV): -3.49
HOMO-LUMO gap (eV): 8.877
Net charge: +1
HOMO (eV): -12.4
Energy relative to the best compared isomer or geometry (same formula, charge and spin) (kcal per mole): 100.88
E_tot (Ha): -484.2949

XYZ file:
```
30
Properties=species:S:1:pos:R:3:nbo_charge:R:1
H -2.692 -1.319 0.285 0.267
H -1.556 2.465 3.693 0.251
C 0.665 -0.827 -2.490 0.165
H 1.770 0.079 -0.138 0.261
C 0.325 0.024 2.775 -0.040
H 1.077 -1.294 4.045 0.257
C -0.841 2.403 2.798 -0.676
H -2.788 0.134 -0.770 0.226
C -0.722 -2.181 -1.256 -0.214
H -0.148 3.157 2.973 0.244
H 1.310 0.725 -3.702 0.231
C -0.197 1.092 2.866 -0.014
H -1.227 -3.104 -0.875 0.267
H 2.532 -0.076 -2.836 0.241
H 1.888 -1.346 2.444 0.229
N -0.070 0.014 -1.485 -0.419
C 0.320 -2.097 -2.234 -0.196
C 1.639 -0.169 -3.325 -0.667
H -0.587 0.710 -2.091 0.452
H 0.185 0.910 0.391 0.270
H 1.877 -0.840 -4.318 0.270
H 0.856 -2.984 -2.607 0.260
H 1.270 1.589 -0.920 0.245
H 0.395 -2.163 2.595 0.233
C -1.046 -0.892 -0.909 0.194
H -1.390 2.470 1.904 0.219
C 0.938 -1.243 2.984 -0.691
C 0.804 0.693 -0.540 -0.458
C -2.210 -0.389 -0.116 -0.640
H -1.709 0.400 0.551 0.234
```


C21H13F5N3O2RuS2Se2Te2 | wB97M-V/def2-TZVPD

Maximum force (eV/A): 1.01
E_LUMO (spin up / spin down) (eV): 3.78 / 3.32
Multiplicity: 6
HOMO-LUMO gap (spin up / spin down) (eV): 4.276 / 4.905
Net charge: -2
HOMO (spin up / spin down) (eV): -0.5 / -1.6
Energy relative to the best compared isomer or geometry (same formula, charge and spin) (kcal per mole): 0.68
E_tot (Ha): -7852.4275
Expectation value of S²: 8.795

XYZ file:
```
51
Properties=species:S:1:pos:R:3:nbo_charge:R:1
C 4.490 1.353 -1.797 -0.267
F -1.361 -0.773 -2.912 -0.321
H 4.156 1.697 -2.769 0.207
H -1.522 2.547 4.064 0.185
C -1.154 0.956 -1.248 0.444
N 0.119 1.896 1.161 -0.423
C -3.401 -2.712 5.475 -0.233
H -3.965 -2.834 6.393 0.194
S 1.863 1.216 -1.448 0.024
C -1.932 -2.376 3.132 -0.255
H -3.691 -4.738 4.818 0.198
H 1.167 3.234 0.041 0.220
F -0.609 1.140 -3.564 -0.333
C -2.107 -1.295 4.006 0.238
C -2.843 -1.476 5.173 -0.276
Ru 0.396 0.179 -0.088 0.442
H -2.394 -4.415 2.728 0.219
N -0.910 -0.536 1.466 -0.720
C -0.355 3.946 2.983 -0.192
C 5.294 0.500 0.674 -0.166
C 5.840 1.272 -1.518 -0.224
Se -3.491 -1.886 -0.396 -0.201
C -3.246 -3.775 4.600 -0.256
F -2.703 0.894 -3.092 -0.345
C 3.924 0.567 0.412 -0.197
O 3.528 0.288 2.716 -0.712
H 6.564 1.549 -2.276 0.190
O 1.874 -0.295 1.362 -0.733
C 3.031 0.177 1.590 0.779
F -2.383 0.840 -0.608 -0.380
Te -0.398 -3.902 -1.944 -0.155
H -0.571 4.757 3.669 0.192
Te -3.934 -4.110 -0.977 0.035
H -2.973 -0.637 5.850 0.191
C -1.454 0.539 -2.703 0.902
H 0.884 5.124 1.625 0.201
H -1.567 0.631 4.431 0.393
C -0.871 2.703 3.213 -0.248
C 0.436 4.165 1.839 -0.359
C -0.995 0.306 2.491 0.366
Se 0.948 -2.061 -1.079 -0.218
H 5.575 0.182 1.669 0.232
H 7.306 0.753 -0.025 0.190
N -1.533 -0.071 3.718 -0.608
C -2.521 -3.596 3.427 -0.209
F -1.005 2.348 -1.382 -0.396
C 6.252 0.831 -0.266 -0.264
C 3.510 0.995 -0.857 -0.053
S -0.897 -2.208 1.724 0.530
C -0.590 1.639 2.312 0.067
C 0.611 3.111 0.960 0.105
```


C26H27N2O2 | wB97M-V/def2-TZVPD

Maximum force (eV/A): 1.85
E_LUMO (eV): -4.41
HOMO-LUMO gap (eV): 5.887
Net charge: +1
HOMO (eV): -10.3
Energy relative to the best compared isomer or geometry (same formula, charge and spin) (kcal per mole): 12.94
E_tot (Ha): -1266.6713

XYZ file:
```
57
Properties=species:S:1:pos:R:3:nbo_charge:R:1
H -1.982 -3.984 -0.738 0.246
C -0.048 3.561 1.094 0.245
C -0.430 -2.826 0.240 -0.067
H 3.613 -0.305 1.904 0.226
C 4.696 -1.782 -0.975 0.399
C 1.314 -1.577 1.550 0.159
O -3.350 -4.658 1.486 -0.448
H 1.462 -1.010 2.464 0.237
H 6.927 0.090 -1.770 0.206
C 6.013 -0.234 0.206 -0.476
C -2.213 -3.917 1.396 0.396
H 3.670 -3.265 -2.141 0.249
C 0.306 5.731 -0.102 -0.193
C -1.726 -3.448 2.642 -0.095
C 0.286 1.264 0.372 0.044
H 0.370 3.814 3.221 0.235
C 6.718 -0.723 -1.065 -0.067
C 0.741 1.790 2.549 0.048
C -0.570 -2.696 2.686 -0.098
C -1.563 -3.606 0.190 -0.300
C 4.704 -0.958 0.180 -0.038
H -3.721 -5.783 3.210 0.204
H -2.483 4.970 1.138 0.183
C 3.622 -2.646 -1.248 -0.288
H -4.731 -4.324 3.017 0.206
C -1.609 6.952 0.867 -0.412
H -2.530 7.098 0.295 0.217
C -0.379 7.106 -0.041 -0.411
C 2.462 -1.743 0.731 -0.210
N 0.714 0.850 1.577 -0.480
H 0.214 0.501 -0.407 0.192
H -3.158 -3.071 4.213 0.237
H 5.880 0.852 0.189 0.238
H -0.661 7.434 -1.045 0.221
H -0.167 -2.379 3.649 0.225
C 0.124 -2.366 1.481 -0.204
H 6.601 -0.488 1.095 0.239
C 2.575 -2.687 -0.357 -0.086
H 1.818 -3.460 -0.485 0.231
H -1.525 5.511 2.529 0.186
H 0.256 5.299 -1.114 0.177
H 7.652 -1.255 -0.847 0.207
H 1.104 1.466 3.528 0.193
H 0.315 7.842 0.376 0.217
C -2.677 -3.912 3.702 -0.461
H 0.063 -2.548 -0.692 0.217
O 5.814 -1.680 -1.741 -0.442
H -0.357 2.855 -0.945 0.231
C -0.052 2.588 0.068 -0.269
C -1.571 5.520 1.430 -0.193
N -0.395 4.886 0.854 -0.483
H 1.373 5.811 0.166 0.189
C 3.610 -0.940 1.018 -0.101
H -2.184 -4.528 4.460 0.239
C -3.715 -4.725 2.918 -0.066
H -1.594 7.677 1.685 0.220
C 0.336 3.116 2.382 -0.273
```


C5H13NO | wB97M-V/def2-TZVPD

Maximum force (eV/A): 0.54
E_LUMO (eV): 1.05
HOMO-LUMO gap (eV): 10.252
Net charge: 0
SMILES string: CC(C)=O.CCN
HOMO (eV): -9.2
Energy relative to the best compared isomer or geometry (same formula, charge and spin) (kcal per mole): 15.98
E_tot (Ha): -328.2934

XYZ file:
```
20
Properties=species:S:1:pos:R:3:nbo_charge:R:1
C 3.258 0.235 0.179 -0.721
C -1.714 -1.447 0.582 -0.610
O 1.304 -0.885 -0.593 -0.552
H -2.643 -1.523 1.159 0.192
H -2.584 1.162 -1.304 0.356
H -0.972 -0.920 1.184 0.207
H -1.345 -2.446 0.371 0.217
H -2.708 -1.251 -1.320 0.157
H 1.206 2.120 -0.410 0.230
C 1.778 0.109 -0.104 0.607
H 3.428 0.020 1.226 0.234
H 1.226 1.646 1.280 0.223
C -1.955 -0.701 -0.723 -0.224
N -2.355 0.681 -0.441 -0.847
H -1.027 -0.663 -1.298 0.209
H -3.188 0.682 0.141 0.349
H 3.610 1.236 -0.021 0.219
H -0.101 1.110 0.219 0.264
C 0.965 1.315 0.280 -0.743
H 3.818 -0.481 -0.407 0.232
```


C2H5NOS2 | wB97M-V/def2-TZVPD

Maximum force (eV/A): 3.55
E_LUMO (eV): 0.33
HOMO-LUMO gap (eV): 9.555
Net charge: 0
SMILES string: CSC(=S)NO
HOMO (eV): -9.2
Energy relative to the best compared isomer or geometry (same formula, charge and spin) (kcal per mole): 61.37
E_tot (Ha): -1005.4760

XYZ file:
```
11
Properties=species:S:1:pos:R:3:nbo_charge:R:1
C -2.458 0.519 -0.031 -0.735
C 0.315 -0.146 -0.115 -0.077
N 1.335 -0.994 -0.269 -0.332
H -1.910 1.144 -0.831 0.253
S -1.329 -1.020 0.098 0.197
H -2.543 1.163 0.921 0.239
S 0.494 1.473 0.002 -0.124
H 1.438 -2.066 -0.051 0.430
O 2.633 -0.430 0.172 -0.567
H -3.545 0.092 -0.367 0.242
H 2.377 0.585 0.101 0.473
```


Among the records above, which one has the highest E_tot?
C3H5NO2